[1]
The following is a quantum chemistry calculation of C5H8N2O2 in the gas phase at a distorted geometry, from the OMol25 dataset.

```
17
C5H8N2O2, DFT the ωB97M-V functional and the def2-TZVPD basis
H 1.04 -0.52 -1.48
H 0.14 -2.33 -0.49
H -1.24 -0.42 -1.18
H 0.33 -1.74 1.12
H -1.26 3.31 -1.14
N -0.70 1.69 -0.34
O 2.60 -1.29 -0.32
C -1.14 -0.68 -0.09
C -1.07 0.72 0.63
O 3.11 0.75 0.71
C 1.29 -0.67 -0.44
H -1.83 -1.33 0.52
H -0.37 0.59 1.45
C 0.11 -1.48 0.13
N -1.48 2.63 -0.49
C 2.50 -0.10 0.18
H -2.04 0.89 1.24
```

The value obtained for the LUMO energy is 0.63 eV. Its relative energy (zero: lowest compared OMol25 entry of this formula, charge and spin) is 474.5 kJ/mol. The value obtained for the total energy is -12386.0174 eV. For the frontier orbital gap, the calculation gives 9.928 eV.

---

[2]
The following is a quantum chemistry calculation of 2 unconnected molecules or ions with the total composition C5H8N2O2 at a distorted geometry, from the OMol25 dataset.

```
17
C5H8N2O2, DFT the ωB97M-V functional and the def2-TZVPD basis
H -1.35 1.09 -2.20
C 1.77 -0.56 0.13
C 2.96 -0.21 0.79
H 4.81 0.79 0.73
N -1.64 0.48 -1.45
H -2.76 -1.53 -0.19
C -2.37 1.11 -0.48
O -2.77 2.24 -0.58
H -0.98 -0.25 -1.21
O -2.69 0.38 0.61
N 0.79 -0.85 -0.40
H 3.06 -0.59 1.80
H 3.80 0.90 -0.79
C 3.90 0.53 0.21
H -1.29 -1.16 0.76
C -2.37 -1.00 0.68
H -2.86 -1.36 1.58
```

The value obtained for the LUMO energy is -0.17 eV. Its relative energy (zero: lowest compared OMol25 entry of this formula, charge and spin) is 170.3 kJ/mol. The value obtained for the total energy is -12389.1700 eV. For the frontier orbital gap, the calculation gives 9.529 eV.

---

[3]
The following is a quantum chemistry calculation of C5H8N2O2 in the gas phase at a distorted geometry, from the OMol25 dataset.

```
17
C5H8N2O2, DFT the ωB97M-V functional and the def2-TZVPD basis
C 1.24 0.43 -1.61
H 1.22 -1.31 -2.73
N -0.07 -1.65 -1.25
H -3.35 -0.36 2.69
C 1.41 0.88 -0.21
C 0.42 0.20 0.74
H -0.65 -1.43 -0.36
H 2.14 0.68 -2.11
O -1.04 0.05 0.37
O 2.21 1.61 0.23
N -1.65 -0.42 1.57
H 0.91 -0.90 0.92
C 0.77 -0.86 -1.92
C -2.83 0.19 1.90
H -3.27 1.09 1.41
H 0.35 0.63 1.76
H -0.69 -2.21 -2.05
```

The value obtained for the LUMO energy is 0.47 eV. Its relative energy (zero: lowest compared OMol25 entry of this formula, charge and spin) is 594.9 kJ/mol. The value obtained for the total energy is -12384.7697 eV. For the frontier orbital gap, the calculation gives 9.082 eV.

---

[4]
The following is a quantum chemistry calculation of a molecular structure, C5H8N2O2 at a distorted geometry, from the OMol25 dataset.

```
17
C5H8N2O2, DFT the ωB97M-V functional and the def2-TZVPD basis
H 2.56 0.58 -0.50
H 0.35 -2.70 -0.33
C 0.51 1.25 -0.39
H 1.94 0.77 1.19
O 0.31 1.77 -1.46
C 0.79 -0.66 -0.03
C 1.10 -1.94 -0.13
C -1.32 -0.16 0.48
N -2.01 -0.22 -0.72
H -0.41 1.39 1.60
C 1.69 0.51 0.16
N -0.67 1.34 0.61
H -1.51 0.11 -1.54
H -1.31 2.09 0.34
O -1.64 -0.72 1.50
H -2.50 -1.09 -0.83
H 2.11 -2.33 0.04
```

The value obtained for the LUMO energy is 0.55 eV. Its relative energy (zero: lowest compared OMol25 entry of this formula, charge and spin) is 448.1 kJ/mol. The value obtained for the total energy is -12386.2910 eV. For the frontier orbital gap, the calculation gives 8.344 eV.

---

Look up the frontier orbital gap of the first one. 9.928 eV

---

Please write out number 1 again, unchanged.
The following is a quantum chemistry calculation of C5H8N2O2 in the gas phase at a distorted geometry, from the OMol25 dataset.

```
17
C5H8N2O2, DFT the ωB97M-V functional and the def2-TZVPD basis
H 1.04 -0.52 -1.48
H 0.14 -2.33 -0.49
H -1.24 -0.42 -1.18
H 0.33 -1.74 1.12
H -1.26 3.31 -1.14
N -0.70 1.69 -0.34
O 2.60 -1.29 -0.32
C -1.14 -0.68 -0.09
C -1.07 0.72 0.63
O 3.11 0.75 0.71
C 1.29 -0.67 -0.44
H -1.83 -1.33 0.52
H -0.37 0.59 1.45
C 0.11 -1.48 0.13
N -1.48 2.63 -0.49
C 2.50 -0.10 0.18
H -2.04 0.89 1.24
```

The value obtained for the LUMO energy is 0.63 eV. Its relative energy (zero: lowest compared OMol25 entry of this formula, charge and spin) is 474.5 kJ/mol. The value obtained for the total energy is -12386.0174 eV. For the frontier orbital gap, the calculation gives 9.928 eV.